ORCA calculation (ωB97M-V with the def2-TZVPD basis set) on a cluster of 19 separate species, C74H187Cl2N15O14 in total in a non-equilibrium geometry.

As for the HOMO energy: -1.81 eV. For the LUMO energy, the calculation gives 3.142 eV. Its total charge is -2. The orbital gap comes out at 4.95 eV.

Each line ends with the Löwdin charge.
Element x y z (Å)
N: -8.98732 17.18886 24.68784  0.32
H: -8.93018 17.85371 25.44599  0.07
H: -9.09153 17.71913 23.83458  0.05
H: -9.81808 16.61720 24.74391  0.06
H: -8.12177 16.66957 24.72335  0.07
N: -12.63936 17.07192 27.33785  0.31
H: -12.13846 17.92867 27.15030  0.07
H: -12.26110 16.72665 28.20838  0.05
H: -12.49279 16.42925 26.57260  0.05
H: -13.61726 17.32452 27.33673  0.06
N: -13.90724 11.69274 29.06911  0.30
H: -13.21722 11.16087 28.55814  0.06
H: -14.40397 12.25508 28.39301  0.07
H: -13.41175 12.31785 29.68866  0.05
H: -14.62007 11.19863 29.58664  0.06
N: -10.09778 14.03464 28.93055  0.31
H: -10.77534 13.58019 29.52594  0.05
H: -10.15278 13.74103 27.96574  0.06
H: -9.16952 13.87761 29.29632  0.08
H: -10.38224 14.99701 29.04467  0.07
C: -10.72691 12.68422 26.35069  -0.07
C: -10.56271 13.90780 25.75695  -0.33
C: -11.73524 14.76181 25.37962  -0.37
O: -11.60069 15.99491 24.97904  -0.12
C: -12.99076 14.41352 25.61354  -0.02
C: -13.29448 13.09679 26.21523  -0.25
C: -12.01271 12.14344 26.55487  -0.30
O: -12.23313 11.03034 27.09404  -0.06
O: -14.44178 12.78528 26.58195  -0.04
O: -9.32718 14.33411 25.81221  -0.05
H: -9.91407 12.10447 26.76250  0.10
H: -13.80847 15.10581 25.47750  0.09
O: -12.11280 13.23887 30.65916  -0.39
C: -12.88660 14.45933 30.87977  -0.36
C: -12.17589 15.87484 30.90530  -0.41
O: -11.53212 16.31497 29.75836  -0.35
H: -13.40240 14.44298 31.83987  0.06
H: -13.64691 14.54016 30.10293  0.05
H: -11.49250 15.83820 31.75367  0.09
H: -12.91535 16.62096 31.19619  0.07
Cl: -7.01601 14.51205 31.27051  0.62
O: -7.70238 15.62158 30.68704  -0.36
O: -7.68806 13.31564 30.77174  -0.41
O: -5.64433 14.57749 30.83779  -0.39
O: -7.13256 14.53107 32.71202  -0.37
Cl: -9.89239 19.63400 27.23930  0.62
O: -8.98468 20.16466 26.23423  -0.38
O: -11.24163 19.75316 26.79620  -0.39
O: -9.59103 18.26533 27.44619  -0.34
O: -9.83891 20.35443 28.47535  -0.33
C: -14.64372 19.75824 28.99712  -0.07
C: -15.12357 19.57308 27.56686  -0.26
N: -15.16710 18.19597 27.08641  -0.22
C: -15.45759 18.14721 25.64475  -0.24
C: -14.34174 18.69989 24.74892  -0.07
C: -16.21046 17.41270 27.80478  -0.19
C: -15.81796 15.89987 27.77360  -0.06
H: -15.09378 19.26477 29.85853  0.07
H: -14.62052 20.82962 29.19635  0.07
H: -13.59666 19.45662 29.02590  0.08
H: -16.10780 20.01613 27.41479  0.11
H: -14.54685 20.25878 26.94613  0.11
H: -15.49602 17.11592 25.29394  0.09
H: -16.40263 18.66968 25.49637  0.11
H: -14.72997 18.68129 23.73057  0.06
H: -14.00500 19.71360 24.96599  0.07
H: -13.44970 18.07355 24.73992  0.05
H: -17.18229 17.62950 27.36132  0.10
H: -16.25117 17.63718 28.87064  0.10
H: -15.48631 15.58430 26.78439  0.03
H: -16.58571 15.19811 28.09944  0.06
H: -14.93382 15.64374 28.35736  0.06
C: -16.42736 11.87797 33.02903  -0.07
C: -15.65690 11.78995 31.66414  -0.21
N: -16.02625 10.65174 30.73447  -0.19
C: -16.04259 9.29373 31.36008  -0.23
C: -14.61127 8.94643 31.71068  -0.09
C: -17.36855 10.88345 30.12667  -0.26
C: -17.38141 11.95523 29.03475  -0.07
H: -15.96550 11.09388 33.62902  0.06
H: -17.49833 11.68058 32.98252  0.06
H: -16.28038 12.85164 33.49642  0.07
H: -15.78618 12.79264 31.25670  0.10
H: -14.57836 11.68436 31.78131  0.10
H: -16.70057 9.24612 32.22778  0.11
H: -16.38049 8.57243 30.61601  0.10
H: -14.12677 9.65241 32.38519  0.06
H: -14.50692 8.00767 32.25470  0.08
H: -14.00830 8.85480 30.80728  0.06
H: -18.10586 10.93802 30.92761  0.10
H: -17.80059 9.98389 29.68823  0.09
H: -16.73756 11.56936 28.24439  0.05
H: -17.02351 12.94882 29.30454  0.06
H: -18.39318 12.02951 28.63614  0.07
C: -13.24130 9.59607 23.52551  -0.08
C: -12.62206 10.91668 23.05223  -0.24
N: -12.08893 11.00124 21.68512  -0.15
C: -11.43127 12.32364 21.56902  -0.25
C: -10.00018 12.18009 22.01732  -0.08
C: -13.10177 10.79714 20.63377  -0.25
C: -12.47031 10.57774 19.22613  -0.09
H: -13.35078 9.67395 24.60720  0.06
H: -12.59623 8.74027 23.32658  0.07
H: -14.18559 9.35298 23.03834  0.06
H: -13.46129 11.58011 23.26118  0.11
H: -11.81677 11.17005 23.74174  0.09
H: -11.32937 12.52851 20.50331  0.09
H: -11.95906 13.12066 22.09275  0.11
H: -9.54628 11.27541 21.61284  0.08
H: -9.39354 13.01090 21.65698  0.06
H: -9.93358 12.12598 23.10394  0.05
H: -13.83163 11.60655 20.61790  0.09
H: -13.65936 9.86621 20.73656  0.10
H: -11.96978 9.62080 19.37386  0.07
H: -11.76918 11.33037 18.86546  0.06
H: -13.31805 10.48391 18.54744  0.06
C: -6.77072 11.53196 23.49360  -0.09
C: -7.14347 11.59083 24.96300  -0.24
N: -6.97002 10.25444 25.54682  -0.17
C: -7.91293 9.26214 25.01035  -0.23
C: -9.43590 9.55488 25.11409  -0.06
C: -7.11749 10.35261 27.00580  -0.24
C: -5.95574 11.08279 27.70615  -0.07
H: -7.46639 10.96309 22.87673  0.05
H: -5.73538 11.20239 23.40666  0.08
H: -6.83749 12.52463 23.04833  0.05
H: -6.58294 12.40084 25.42967  0.11
H: -8.20276 11.83192 25.05179  0.09
H: -7.66983 9.02909 23.97367  0.10
H: -7.70658 8.32611 25.52935  0.09
H: -9.77320 9.87649 26.09943  0.05
H: -9.71243 10.33172 24.40125  0.04
H: -10.06044 8.70034 24.85371  0.06
H: -7.09337 9.30367 27.30116  0.10
H: -8.07335 10.77018 27.32212  0.10
H: -4.95184 10.99029 27.29172  0.07
H: -5.87037 10.77488 28.74826  0.06
H: -6.13637 12.15730 27.73603  0.06
C: -15.88810 9.24708 26.15344  -0.06
C: -17.20644 9.01454 26.94301  -0.21
N: -18.03595 7.80594 26.61505  -0.18
C: -18.68719 8.00291 25.35146  -0.27
C: -20.08286 7.30866 25.39213  -0.08
C: -17.32607 6.50681 26.64493  -0.26
C: -16.95053 6.18291 28.04926  -0.10
H: -15.42822 10.15249 26.54948  0.06
H: -16.10271 9.45089 25.10439  0.06
H: -15.13757 8.46354 26.25764  0.05
H: -16.86184 8.86815 27.96668  0.08
H: -17.86434 9.88201 26.89019  0.09
H: -18.86271 9.07019 25.21659  0.08
H: -18.10311 7.69270 24.48502  0.11
H: -20.71659 7.65708 24.57660  0.06
H: -19.97811 6.22371 25.39070  0.05
H: -20.65932 7.51566 26.29376  0.07
H: -16.43239 6.49665 26.02096  0.11
H: -17.98029 5.71433 26.28152  0.11
H: -17.78055 6.47709 28.69163  0.08
H: -16.06045 6.71682 28.38212  0.05
H: -16.81377 5.10819 28.16909  0.07
C: -13.18993 7.68938 28.07255  -0.08
C: -11.90220 7.56655 27.23570  -0.21
N: -11.34964 6.17588 27.20827  -0.18
C: -9.93494 6.05473 26.84963  -0.25
C: -9.07642 6.72441 27.90268  -0.09
C: -12.21521 5.32878 26.41284  -0.27
C: -12.07585 3.87617 26.86110  -0.09
H: -13.56211 8.71317 28.03490  0.06
H: -13.01821 7.37413 29.10175  0.07
H: -14.03612 7.12269 27.68406  0.03
H: -12.22479 7.87146 26.24016  0.10
H: -11.17095 8.26388 27.64448  0.09
H: -9.62547 5.00965 26.86209  0.10
H: -9.81083 6.33251 25.80295  0.11
H: -8.03559 6.40224 27.93413  0.07
H: -9.06954 7.80988 27.80372  0.05
H: -9.40206 6.43945 28.90310  0.08
H: -11.93417 5.39928 25.36205  0.11
H: -13.24876 5.66774 26.48323  0.10
H: -12.22995 3.77210 27.93513  0.07
H: -11.12898 3.41183 26.58558  0.06
H: -12.84610 3.30252 26.34557  0.06
C: -16.86844 11.86071 22.05405  -0.09
C: -16.67539 12.62804 23.30899  -0.29
N: -17.75601 13.51869 23.63111  -0.19
C: -17.31668 14.42061 24.68584  -0.22
C: -18.31879 15.62185 24.74339  -0.05
C: -19.05542 12.88620 23.80700  -0.24
C: -19.12664 11.94694 24.98512  -0.08
H: -15.92329 11.38651 21.78964  0.06
H: -17.09339 12.50856 21.20682  0.07
H: -17.65297 11.10403 22.06039  0.07
H: -16.42339 11.95069 24.12496  0.11
H: -15.78975 13.22727 23.09764  0.10
H: -17.12993 13.92256 25.63724  0.11
H: -16.33842 14.79240 24.38107  0.08
H: -19.28537 15.27592 25.10971  0.06
H: -18.01309 16.42201 25.41747  0.04
H: -18.57390 16.10218 23.79877  0.06
H: -19.34707 12.27432 22.95340  0.11
H: -19.79362 13.68747 23.84062  0.10
H: -18.99877 12.38280 25.97597  0.07
H: -18.40138 11.13574 24.92161  0.04
H: -20.10060 11.45772 24.97258  0.08
C: -6.75230 15.76060 27.24795  -0.06
C: -6.02061 15.66129 25.92825  -0.23
N: -6.27782 16.83538 25.04567  -0.20
C: -5.46536 16.67016 23.83279  -0.27
C: -5.88330 15.51483 22.95880  -0.09
C: -5.99647 18.15385 25.65769  -0.25
C: -4.59681 18.37487 26.13891  -0.08
H: -7.77972 16.09910 27.11406  0.07
H: -6.13379 16.30468 27.96174  0.08
H: -6.79538 14.77364 27.70853  0.07
H: -4.94571 15.53252 26.05513  0.11
H: -6.35532 14.77090 25.39600  0.09
H: -5.67643 17.58618 23.28102  0.09
H: -4.39747 16.62133 24.04568  0.11
H: -5.41067 14.58116 23.26373  0.07
H: -6.94588 15.32524 23.11076  0.06
H: -5.69372 15.76187 21.91422  0.07
H: -6.65577 18.24863 26.52049  0.11
H: -6.40683 18.95716 25.04579  0.10
H: -3.90751 18.40583 25.29510  0.06
H: -4.30068 17.64169 26.88914  0.08
H: -4.44145 19.29355 26.70459  0.08
C: -10.25756 10.45893 29.96173  -0.05
C: -9.48868 9.42065 30.81603  -0.27
N: -9.55719 9.74705 32.22318  -0.14
C: -10.77860 9.01831 32.71882  -0.24
C: -11.10020 9.19807 34.21650  -0.10
C: -8.33182 9.27247 32.91017  -0.24
C: -7.09161 10.12460 32.50302  -0.06
H: -11.31956 10.55869 30.18605  0.05
H: -10.31822 10.07660 28.94279  0.04
H: -9.84904 11.46922 29.98437  0.06
H: -9.94680 8.46412 30.56449  0.09
H: -8.49709 9.33426 30.37176  0.10
H: -11.65940 9.29228 32.13811  0.09
H: -10.70577 7.93642 32.60778  0.10
H: -10.87191 10.22133 34.51473  0.08
H: -12.17060 9.09018 34.39175  0.05
H: -10.65100 8.42077 34.83468  0.06
H: -8.23171 8.22161 32.63854  0.10
H: -8.52390 9.21510 33.98157  0.10
H: -6.74022 9.97810 31.48166  0.05
H: -6.25991 9.81266 33.13473  0.06
H: -7.30492 11.18479 32.63940  0.07
C: -7.99689 20.75985 21.60550  -0.08
C: -8.11052 19.69917 22.70740  -0.22
N: -9.01168 18.57715 22.35591  -0.22
C: -8.40979 17.67084 21.38042  -0.22
C: -9.03966 16.23969 21.34292  -0.07
C: -10.39046 18.93552 22.01542  -0.23
C: -11.20857 19.54568 23.17153  -0.06
H: -7.25421 21.50980 21.87770  0.07
H: -8.92808 21.29205 21.41122  0.07
H: -7.67224 20.32459 20.66037  0.06
H: -7.11986 19.29622 22.91794  0.09
H: -8.47422 20.12807 23.64114  0.10
H: -8.44315 18.08135 20.37123  0.10
H: -7.32985 17.59450 21.50692  0.10
H: -10.11626 16.28768 21.17942  0.05
H: -8.64393 15.57630 20.57388  0.07
H: -8.93637 15.66802 22.26521  0.05
H: -10.87921 18.01978 21.68277  0.09
H: -10.53009 19.57571 21.14436  0.10
H: -11.34014 18.78763 23.94365  0.06
H: -12.20822 19.81986 22.83445  0.07
H: -10.80176 20.43360 23.65548  0.08
C: -17.19919 17.21731 21.51540  -0.08
C: -16.74688 15.84615 20.99850  -0.27
N: -15.46795 15.78516 20.33671  -0.16
C: -14.36553 16.44149 21.02974  -0.25
C: -13.99189 15.70073 22.27601  -0.08
C: -15.25271 14.38863 19.88723  -0.25
C: -14.02052 14.12068 19.01457  -0.08
H: -18.25666 17.22982 21.77937  0.06
H: -17.07229 17.96276 20.73036  0.07
H: -16.56326 17.57729 22.32416  0.05
H: -16.76724 15.10039 21.79318  0.09
H: -17.55519 15.59821 20.31056  0.11
H: -13.45764 16.65348 20.46502  0.11
H: -14.59085 17.44055 21.40285  0.09
H: -13.22449 16.20541 22.86293  0.07
H: -14.86368 15.42632 22.86996  0.06
H: -13.54405 14.76009 21.95548  0.06
H: -16.07705 14.13042 19.22248  0.11
H: -15.29911 13.66031 20.69686  0.08
H: -14.14960 13.17364 18.49058  0.07
H: -13.11921 14.02440 19.61996  0.05
H: -13.79779 14.94953 18.34264  0.07

=====

ORCA calculation (ωB97M-V with the def2-TZVPD basis set) on a cluster of 5 separate species, C20H49NO6PS in total in a non-equilibrium geometry.

As for the HOMO energy: -11.34 eV. For the LUMO energy, the calculation gives -3.802 eV. Its total charge is +1. The orbital gap comes out at 7.54 eV.

Each line ends with the Löwdin charge.
Element x y z (Å)
O: -4.03428 1.84127 -2.32123  -0.17
P: -3.28771 0.52038 -2.80724  0.16
O: -4.45025 -0.50837 -3.17170  -0.18
S: -2.03570 0.86508 -4.19191  0.39
C: -2.47644 -0.16556 -1.29004  -0.31
C: -1.00367 0.01727 -1.28946  -0.03
N: -0.38884 -1.06279 -1.00717  0.14
C: -1.27637 -2.23403 -0.92759  -0.09
C: -2.68274 -1.62781 -0.80250  -0.10
H: -4.38236 1.85597 -1.42464  0.09
H: -4.73054 -1.09801 -2.46222  0.08
H: -2.80964 0.49101 -0.47392  0.14
H: -0.48931 0.96113 -1.44689  0.14
H: 0.62293 -1.15869 -0.87588  0.17
H: -0.95953 -3.00630 -0.23349  0.14
H: -1.20632 -2.70276 -1.91449  0.14
H: -3.33802 -2.22102 -1.43702  0.11
H: -3.07678 -1.63177 0.20999  0.13
C: -5.69452 -5.10401 -6.46495  -0.08
C: -6.91116 -4.24018 -6.18302  -0.28
O: -6.66870 -3.17890 -5.27186  -0.16
C: -5.69476 -2.23054 -5.67461  -0.29
C: -6.02242 -1.50283 -6.96648  -0.07
H: -5.26323 -5.47335 -5.53288  0.08
H: -5.98310 -5.95934 -7.07629  0.08
H: -4.91958 -4.55912 -7.00585  0.07
H: -7.69062 -4.83889 -5.71229  0.12
H: -7.32807 -3.85393 -7.11919  0.11
H: -4.70565 -2.70126 -5.74479  0.11
H: -5.65149 -1.51591 -4.85589  0.09
H: -6.00306 -2.16802 -7.83047  0.07
H: -5.29038 -0.71333 -7.14120  0.08
H: -7.01507 -1.05456 -6.90907  0.09
C: 1.79665 4.65840 -1.58855  -0.07
C: 0.54418 4.47317 -0.75359  -0.27
O: 0.42429 3.17705 -0.17074  -0.19
C: 1.45976 2.80939 0.73000  -0.28
C: 1.57433 3.71151 1.94375  -0.06
H: 1.87379 3.87735 -2.34659  0.08
H: 1.76230 5.62511 -2.09072  0.08
H: 2.70331 4.63442 -0.98301  0.07
H: -0.34098 4.57890 -1.38067  0.12
H: 0.47989 5.24244 0.02156  0.11
H: 2.42031 2.74498 0.20786  0.11
H: 1.20618 1.79604 1.05185  0.10
H: 1.90623 4.71575 1.67989  0.08
H: 2.30268 3.29388 2.64043  0.06
H: 0.61380 3.79863 2.45338  0.09
C: 3.09222 -0.84898 2.93325  -0.06
C: 1.92623 -1.28304 2.06670  -0.28
O: 2.27516 -1.52722 0.70303  -0.21
C: 3.26157 -2.53959 0.49635  -0.26
C: 2.84808 -3.91210 0.99140  -0.07
H: 3.60356 0.00881 2.49356  0.08
H: 2.73982 -0.56907 3.92643  0.08
H: 3.82205 -1.64925 3.05702  0.07
H: 1.17304 -0.49328 2.02757  0.10
H: 1.44321 -2.16573 2.49930  0.11
H: 4.20899 -2.23611 0.94811  0.11
H: 3.41889 -2.56178 -0.58224  0.12
H: 2.75773 -3.94878 2.07719  0.07
H: 3.59633 -4.64817 0.69851  0.09
H: 1.88821 -4.20789 0.56245  0.07
C: 5.07887 2.99624 4.81031  -0.08
C: 3.83529 2.80971 5.66306  -0.28
O: 3.68850 1.50445 6.19250  -0.17
C: 4.72741 1.06919 7.05807  -0.28
C: 4.88768 1.91866 8.30580  -0.08
H: 5.12646 2.23226 4.03173  0.07
H: 5.06098 3.97886 4.33692  0.08
H: 5.99416 2.93176 5.39915  0.07
H: 2.94369 2.95683 5.05092  0.10
H: 3.80115 3.56049 6.45978  0.11
H: 5.67754 1.00433 6.51596  0.11
H: 4.44968 0.05223 7.33554  0.12
H: 5.24065 2.92475 8.07593  0.07
H: 5.61648 1.45898 8.97381  0.08
H: 3.93705 2.00557 8.83329  0.08

=====

Look up the orbital gap of the second one.
7.54 eV